1.
Below is a molecular structure, C4H8NO10P2Pd, with properties calculated with ωB97M-V/def2-TZVPD.

**2S+1**: 3
**Energy relative to the best compared isomer or geometry (same formula, charge and spin)**: 0.0 kcal/mol
**Kohn-Sham gap (alpha / beta)**: 6.88 / 7.47 eV
**Strongest force on any atom**: 0.16 eV/Å
**Highest occupied orbital energy (alpha / beta)**: -0.1591 / -0.1830 Ha
**Expectation value of S²**: 2.0056
**Total charge**: -1
**E_tot**: -1775.27896 hartree
**LUMO (alpha / beta)**: 2.55 / 2.49 eV

Positions of all 26 atoms, in Å:
Pd (-0.787, 1.525, -1.338)
O (-4.634, 3.050, -2.397)
C (-3.539, 2.627, -2.211)
O (-2.812, 1.662, -2.343)
C (-2.370, 4.163, -1.351)
O (-3.010, 5.165, -1.357)
O (-1.298, 3.675, -1.049)
N (1.872, -0.371, 1.784)
C (1.079, -1.209, 0.801)
C (1.564, -2.648, 0.858)
P (-0.641, -1.025, 1.552)
O (-1.429, -2.275, 0.904)
O (-0.316, -1.313, 2.986)
O (-1.217, 0.262, 1.099)
P (1.240, -0.364, -0.812)
O (2.581, -1.107, -1.366)
O (1.551, 1.077, -0.489)
O (0.071, -0.647, -1.701)
H (1.388, -0.525, 2.695)
H (1.794, 0.604, 1.449)
H (2.854, -0.635, 1.810)
H (1.355, -3.076, 1.839)
H (2.631, -2.716, 0.634)
H (1.030, -3.234, 0.112)
H (-1.829, -1.972, 0.077)
H (2.871, -0.694, -2.188)

natural (NBO) atomic charge list, values in e, 5 entries: atom 1 (Pd): 0.80, atom 2 (O): -0.57, atom 3 (C): 0.80, atom 4 (O): -0.67, atom 5 (C): 0.80

***

2.
Below is 2 unconnected molecules or ions with the total composition C4H8NO2, with properties calculated with ωB97M-V/def2-TZVPD.

**Energy relative to the best compared isomer or geometry (same formula, charge and spin)**: 19.3 kcal/mol
**Kohn-Sham gap**: 8.32 eV
**Strongest force on any atom**: 0.46 eV/Å
**Highest occupied orbital energy**: -0.1513 Ha
**Total charge**: -1
**E_tot**: -362.49343 hartree
**LUMO**: 4.20 eV

Positions of all 15 atoms, in Å:
C (0.039, 1.817, 1.244)
C (0.901, 1.219, 0.176)
C (0.929, -0.086, -0.077)
N (1.621, -0.748, -1.086)
H (-0.486, 1.020, 1.766)
H (0.618, 2.381, 1.982)
H (-0.703, 2.495, 0.817)
H (1.496, 1.886, -0.451)
H (0.327, -0.755, 0.525)
H (1.059, -1.525, -1.421)
H (1.908, -0.150, -1.847)
O (-0.917, -2.484, -0.847)
C (-1.917, -1.882, -0.397)
O (-2.007, -1.131, 0.591)
H (-2.868, -2.058, -0.975)

natural (NBO) atomic charge list, values in e, 5 entries: atom 1 (C): -0.62, atom 2 (C): -0.34, atom 3 (C): 0.02, atom 4 (N): -0.84, atom 5 (H): 0.24

***

3.
Below is a gas-phase ion, C4H8NO2 (charge -1) at a distorted geometry, with properties calculated with ωB97M-V/def2-TZVPD.

**Energy relative to the best compared isomer or geometry (same formula, charge and spin)**: 20.1 kcal/mol
**Kohn-Sham gap**: 8.02 eV
**Strongest force on any atom**: 3.31 eV/Å
**Highest occupied orbital energy**: -0.1473 Ha
**Structure (SMILES)**: C[C@@H](N)CC(=O)[O-]
**Total charge**: -1
**E_tot**: -362.49226 hartree
**LUMO**: 4.01 eV

Positions of all 15 atoms, in Å:
C (1.018, -0.437, 1.425)
C (0.410, 0.147, 0.157)
C (-0.898, -0.493, -0.159)
C (-1.814, 0.371, -0.945)
O (-1.259, 0.756, -2.007)
O (-2.915, 0.674, -0.477)
N (1.280, 0.268, -1.046)
H (1.959, 0.065, 1.669)
H (1.245, -1.498, 1.259)
H (0.351, -0.485, 2.346)
H (0.102, 1.216, 0.339)
H (-0.638, -1.341, -0.697)
H (-1.527, -0.669, 0.771)
H (0.595, 0.564, -1.678)
H (2.092, 0.860, -0.957)

natural (NBO) atomic charge list, values in e, 5 entries: atom 1 (C): -0.61, atom 2 (C): -0.04, atom 3 (C): -0.53, atom 4 (C): 0.76, atom 5 (O): -0.82